# C19H11NO3S

2 unconnected molecules or ions with the total composition C19H11NO3S at a distorted geometry (ωB97M-V/def2-TZVPD, the OMol25 dataset).

```
35
Properties=species:S:1:pos:R:3:forces:R:3
C 3.1858 4.6457 1.9637 -0.68 -0.14 -0.27
C 2.3720 3.8674 1.4754 0.86 -1.86 0.08
C 1.7811 2.5094 0.9981 -0.20 0.79 0.61
C 1.0171 1.7029 1.8384 1.12 1.17 -2.05
N 0.7302 2.1816 3.1994 3.00 -2.60 -0.03
C 1.5270 1.5968 3.9894 -2.62 -0.25 2.01
S 2.0275 0.7734 5.3049 -0.26 1.66 -2.71
C 0.4994 0.3052 1.2672 0.29 -0.28 -0.39
O -0.5870 -0.1708 1.5299 1.93 0.89 0.11
C 1.5191 -0.4000 0.2715 1.89 -0.46 -1.43
C 1.7378 -1.8780 0.1970 0.97 1.93 -1.70
O 0.9763 -2.7107 1.0239 0.89 0.44 -1.61
C 2.7772 -2.3843 -0.7757 0.10 1.65 -0.37
C 3.5763 -1.5024 -1.6894 -2.26 1.96 2.32
C 3.3557 -0.0091 -1.6185 -1.80 -2.04 1.84
C 2.3430 0.4799 -0.6431 0.28 -1.08 0.30
C 2.1046 2.0465 -0.4926 -0.24 -0.77 0.11
O 2.1394 2.8021 -1.4430 0.20 -0.94 1.62
H 3.8819 5.4025 2.4168 -1.31 -1.27 -0.86
H 0.6788 -3.4892 0.5039 0.39 0.63 0.47
H 2.9885 -3.4968 -0.8414 -0.46 1.52 0.25
H 4.3596 -1.8788 -2.3986 -1.05 0.11 0.95
H 3.9243 0.7248 -2.2591 -0.81 -1.01 0.87
C -3.1033 -0.7597 -0.1712 -0.01 -0.01 0.09
C -2.7492 -0.7323 -1.5156 -0.09 -0.03 0.01
C -3.7207 -0.9035 -2.4957 -0.01 0.01 0.04
C -5.0492 -1.0928 -2.1314 0.04 0.00 0.02
C -5.4045 -1.1167 -0.7874 0.03 -0.01 0.01
C -4.4315 -0.9545 0.1928 -0.01 0.00 -0.15
H -2.3437 -0.6294 0.5921 -0.25 -0.07 -0.21
H -1.7135 -0.5778 -1.8000 -0.05 -0.01 0.02
H -3.4428 -0.8885 -3.5438 -0.02 0.01 0.06
H -5.8077 -1.2215 -2.8956 0.04 0.01 0.05
H -6.4412 -1.2627 -0.5035 0.07 0.00 -0.03
H -4.7082 -0.9786 1.2409 0.02 0.01 -0.06
```
Forces are in eV/Å.

## Properties
- Maximum force: 3.97 eV/A
- Orbital gap: 0.2862 Ha
- M: 333.37 g/mol
- HOMO level: -9.10 eV